The following is a quantum chemistry calculation of C21H23ClN4O5S in the gas phase at a distorted geometry, from the OMol25 dataset.

Structure (XYZ):
```
55
Properties=species:S:1:pos:R:3:forces:R:3:nbo_charge:R:1
C -6.8380 -0.2051 0.7577 -0.13 -0.21 0.08 -0.251
O -6.1576 0.9544 0.3432 0.47 0.28 -0.16 -0.504
C -4.8304 0.8618 0.0271 -0.11 -0.05 0.04 0.272
C -4.1186 -0.3186 0.1277 -0.09 0.08 -0.01 -0.318
C -2.7619 -0.3892 -0.1949 0.11 0.72 -0.23 0.245
N -2.1105 -1.5892 -0.0471 0.21 -0.68 0.14 -0.511
C -0.8754 -1.6371 -0.3977 -0.43 -0.13 0.16 0.450
C -0.0865 -2.9102 -0.2346 0.16 -0.07 0.07 -0.245
N 1.2486 -2.5758 0.1961 -0.14 -0.21 0.15 -0.457
C 1.3619 -1.9592 1.4967 0.17 0.02 -0.01 -0.245
C 2.5909 -1.0356 1.4362 -0.33 0.20 0.37 -0.230
N 3.6088 -1.5851 0.5606 0.28 0.60 -0.92 -0.659
S 3.7158 -0.8834 -0.9703 0.27 0.29 0.53 2.323
O 4.8331 -1.5128 -1.6067 0.21 -0.09 0.03 -0.936
O 2.4700 -0.8864 -1.6946 0.15 0.33 -0.07 -0.958
C 4.1274 0.8037 -0.5420 -0.21 -0.50 -0.12 -0.369
C 3.2202 1.8299 -0.7361 -0.10 -0.11 -0.11 -0.181
C 3.5800 3.1225 -0.3901 0.13 0.01 0.04 -0.220
C 4.8405 3.3613 0.1383 -0.14 -0.31 -0.10 -0.020
Cl 5.2908 4.9673 0.5685 0.06 0.23 0.06 0.024
C 5.7511 2.3282 0.3265 -0.06 -0.02 -0.03 -0.255
C 5.3854 1.0399 -0.0182 0.11 0.01 0.04 -0.102
C 3.6080 -3.0326 0.5178 0.11 -0.44 -0.22 -0.249
C 2.2672 -3.5789 -0.0139 -0.06 -0.09 -0.02 -0.230
N -0.1783 -0.5787 -0.8867 0.13 0.10 -0.17 -0.631
C -0.6902 0.7028 -0.9730 -0.05 -0.14 0.08 0.671
O 0.0240 1.6362 -1.2924 0.04 0.26 -0.13 -0.635
C -2.1056 0.7742 -0.6307 -0.37 -0.29 0.15 -0.226
C -2.8214 1.9639 -0.7270 -0.28 -0.02 0.07 -0.183
C -4.1677 2.0381 -0.4146 0.37 0.00 -0.11 0.249
O -4.7070 3.2784 -0.5603 0.25 -0.14 0.07 -0.493
C -6.0916 3.5125 -0.4370 -0.45 0.22 0.01 -0.239
H -6.4202 -0.6069 1.6858 -0.01 0.00 -0.05 0.181
H -6.8216 -0.9793 -0.0154 0.01 0.02 0.04 0.181
H -7.8659 0.1104 0.9314 0.06 -0.08 0.00 0.201
H -4.5864 -1.2292 0.4611 -0.09 -0.08 0.05 0.230
H -0.0131 -3.4054 -1.2075 -0.01 -0.05 0.01 0.223
H -0.6290 -3.5790 0.4532 -0.02 0.12 -0.14 0.199
H 1.4811 -2.7085 2.2984 -0.09 0.06 0.00 0.171
H 0.4654 -1.3771 1.7115 0.03 -0.01 0.07 0.223
H 2.3120 -0.0580 1.0398 -0.13 0.01 0.21 0.219
H 3.0250 -0.8957 2.4328 -0.06 0.07 -0.08 0.204
H 2.2415 1.6315 -1.1516 -0.12 0.00 -0.02 0.282
H 2.8842 3.9337 -0.5327 -0.04 0.09 0.00 0.239
H 6.7279 2.5366 0.7333 0.07 0.02 0.03 0.233
H 6.0634 0.2104 0.1010 0.18 -0.05 0.07 0.233
H 4.4310 -3.3284 -0.1316 -0.03 -0.23 0.16 0.248
H 3.8072 -3.3922 1.5309 0.03 0.07 -0.08 0.206
H 2.0293 -4.5337 0.4910 0.06 0.06 -0.07 0.171
H 2.3388 -3.7601 -1.0893 0.00 -0.09 0.03 0.210
H 0.7995 -0.7244 -1.1683 -0.20 0.09 0.17 0.468
H -2.3166 2.8561 -1.0618 0.03 0.12 -0.04 0.245
H -6.2211 4.5649 -0.6903 -0.02 -0.08 0.01 0.189
H -6.6700 2.8991 -1.1312 0.03 0.05 0.05 0.179
H -6.4454 3.3380 0.5811 0.02 0.03 -0.11 0.182
```
Forces are in eV/Å.

Results
- Kohn-Sham gap: 8.324 eV
- Electronic energy: -61705.6484 eV
- F_max: 1.14 eV/A



The following is a quantum chemistry calculation of a molecular structure, CHF3N3P3 at a distorted geometry, from the OMol25 dataset.

Structure (XYZ):
```
11
Properties=species:S:1:pos:R:3:forces:R:3:nbo_charge:R:1
C 1.7377 -0.4496 0.5897 -0.46 -0.08 -0.88 0.718
N -1.8410 2.8536 -0.4992 -0.24 1.13 -0.10 -0.918
N 0.0865 -1.1213 -1.3060 -1.38 -0.94 -0.41 -1.390
N -1.9921 -0.0853 -0.1088 3.73 -0.64 -1.76 -1.270
F 1.0562 -1.3346 1.3199 -0.60 0.08 -0.03 -0.324
F 2.9006 -1.0371 0.3228 0.73 -0.15 -0.35 -0.323
F 1.9555 0.6183 1.3075 0.46 1.29 1.33 -0.319
P -0.8941 1.7281 -0.4435 -0.27 -2.47 0.49 1.027
P -1.2720 -1.4949 -0.5557 -2.28 0.89 0.84 1.383
P 0.9848 0.1288 -1.1105 1.60 1.12 0.13 0.992
H -2.7220 0.1939 0.4838 -1.28 -0.23 0.75 0.425
```
Forces are in eV/Å.

Results
- Kohn-Sham gap: 7.838 eV
- Electronic energy: -41539.7289 eV
- F_max: 4.17 eV/A



The following is a quantum chemistry calculation of C5H9NO2 in the gas phase at a distorted geometry, from the OMol25 dataset.

Structure (XYZ):
```
17
Properties=species:S:1:pos:R:3:forces:R:3:nbo_charge:R:1
N -2.0656 -0.4991 -0.6641 -4.68 1.07 -0.56 -0.793
C -1.0073 -0.5100 0.2378 -0.84 0.52 4.50 -0.082
C 0.3276 -1.2715 -0.0276 2.15 -1.90 1.77 -0.443
C 1.3597 -0.1721 0.2808 3.62 1.20 -0.08 0.062
O 2.4477 -0.0608 -0.6981 -2.34 -1.48 -2.57 -0.718
C 0.7222 1.1673 0.3014 0.08 1.43 1.76 0.025
O -0.2227 1.4963 -0.8419 1.86 -0.29 1.93 -0.520
C -0.6785 0.9720 0.4403 0.46 -0.05 -0.48 0.017
H -2.7671 0.3260 -0.3421 1.47 -2.90 -0.11 0.342
H -1.8158 0.0442 -1.4403 1.21 0.23 -2.11 0.356
H -1.5089 -0.8105 1.2530 1.28 -0.05 -1.53 0.197
H 0.5259 -1.7359 -1.0814 -0.73 0.91 1.98 0.245
H 0.7675 -2.1532 0.8766 -2.30 2.21 -2.99 0.240
H 1.9657 -0.1906 1.3388 -1.67 -0.57 -2.39 0.195
H 1.9287 -0.2003 -1.6183 2.01 0.66 2.99 0.461
H 1.2966 1.9097 0.9941 -1.15 -0.59 -2.23 0.212
H -1.2759 1.6885 0.9909 -0.45 -0.40 0.10 0.202
```
Forces are in eV/Å.

Results
- Kohn-Sham gap: 10.229 eV
- Electronic energy: -10911.6010 eV
- F_max: 4.83 eV/A



The following is a quantum chemistry calculation of a gas-phase ion, C5H12NO (charge +1) at a distorted geometry, from the OMol25 dataset.

Structure (XYZ):
```
19
Properties=species:S:1:pos:R:3:forces:R:3:nbo_charge:R:1
C 1.8756 -1.6563 -1.3764 0.07 1.82 -0.59 -0.752
C 0.7001 -1.3453 -0.5707 0.80 4.23 2.33 0.653
O -0.1436 -2.0066 -0.0476 -0.71 -1.01 -0.41 -0.511
C 0.6319 0.2801 -0.0972 1.10 -1.59 -2.65 -0.353
N -0.6712 0.4594 0.5172 0.27 -4.36 0.36 -0.415
C -0.6176 1.1271 1.7876 -1.28 -2.32 2.54 -0.405
C -1.7234 0.9289 -0.3059 -1.14 3.20 -3.14 -0.429
H 2.6160 -0.8399 -1.6379 -1.58 -0.57 0.10 0.261
H 2.4582 -2.3657 -0.9287 1.37 -2.17 1.56 0.279
H 1.4300 -2.1687 -2.1750 -0.09 -0.57 -2.00 0.279
H 0.9247 0.8248 -1.0870 -0.87 -0.20 2.29 0.262
H 1.3247 0.3457 0.7424 0.58 0.24 -0.67 0.250
H -0.9371 -0.7011 0.5661 0.77 2.25 0.59 0.473
H -0.4593 2.0897 1.5268 0.74 3.41 -0.13 0.216
H -1.6182 1.0363 2.2483 0.50 0.13 -0.12 0.233
H 0.1160 0.7395 2.5268 -0.30 0.12 -0.90 0.242
H -1.5072 2.0446 -0.7661 -0.36 -2.78 1.29 0.235
H -1.6927 0.2155 -1.1467 -0.86 0.60 0.04 0.227
H -2.7070 0.9918 0.2243 0.98 -0.41 -0.49 0.254
```
Forces are in eV/Å.

Results
- Kohn-Sham gap: 11.677 eV
- Electronic energy: -8908.6692 eV
- F_max: 4.90 eV/A
- Net charge: +1



The following is a quantum chemistry calculation of a molecular structure, C47H55GeHfN8O7 at a distorted geometry, from the OMol25 dataset.

Structure (XYZ):
```
119
Properties=species:S:1:pos:R:3:forces:R:3:lowdin_charge:R:1
Hf 0.0518 -0.3857 0.4119 -0.52 1.41 -0.77 1.639
O 1.1482 -6.4554 -0.1950 -0.03 0.08 -0.02 0.069
C 0.7882 -5.1538 -0.0379 0.02 -0.08 -0.06 -0.271
C 0.3950 -4.6536 1.2057 -0.01 0.15 -0.05 0.058
C 0.0559 -3.3152 1.2652 -0.19 -0.27 0.01 -0.185
N 0.1168 -2.5575 0.1845 0.22 -0.36 -0.12 0.006
C 0.4811 -3.0122 -1.0167 -0.04 -0.07 -0.11 -0.160
C 0.8190 -4.3420 -1.1764 -0.15 0.04 0.17 0.094
C 0.7022 -1.9505 -2.0733 1.35 0.36 0.97 -0.630
O 0.7983 -2.2286 -3.2894 -0.20 -0.29 -0.28 -0.061
O -0.0497 -0.6023 -1.7051 -0.05 -0.38 -0.18 -0.306
C -0.5739 -2.5756 2.4620 0.08 -0.14 -0.27 -0.584
O -0.8504 -3.2059 3.4673 -0.01 0.03 0.02 0.054
O -0.8145 -1.3425 2.1914 0.18 -0.32 0.05 -0.122
H 1.1041 -6.9037 0.6565 0.00 0.04 0.01 0.107
H 0.3336 -5.2670 2.0954 0.00 -0.01 0.01 0.127
H 1.1222 -4.7156 -2.1421 0.03 -0.05 -0.05 0.134
O 4.4113 0.9783 5.7949 0.00 0.02 0.02 -0.070
C 4.7108 0.0420 4.7674 0.00 0.01 0.01 -0.234
C 3.6427 0.0266 3.7162 0.20 -0.18 -0.07 -0.230
C 3.8507 -0.8669 2.5919 -0.01 -0.01 0.06 -0.063
C 2.9221 -0.9095 1.6166 -0.22 0.50 -0.03 -0.170
N 1.7833 -0.1391 1.6149 0.10 0.16 0.36 -0.108
C 1.5456 0.7435 2.7090 0.38 -0.31 0.12 -0.228
C 2.5369 0.7842 3.7679 -0.22 0.07 -0.06 0.024
C 0.4093 1.5041 2.6716 -0.14 0.17 0.11 -0.236
C -0.0593 2.3482 3.7487 0.11 -0.17 -0.09 0.018
C -1.1932 3.0712 3.6599 -0.13 0.05 -0.17 -0.236
C -1.6109 3.9806 4.7704 -0.11 -0.01 0.06 -0.236
O -1.1118 5.3145 4.6053 0.08 0.04 -0.02 -0.078
C -1.9684 3.0017 2.4290 0.10 0.11 0.11 -0.059
C -1.5244 2.1890 1.4463 0.31 0.01 -0.03 -0.239
N -0.3915 1.4339 1.4898 -0.09 0.04 0.57 -0.114
H 5.1096 0.9282 6.4521 -0.02 0.01 0.00 0.077
H 4.8091 -0.9682 5.1909 -0.02 0.02 -0.03 0.121
H 5.6732 0.2896 4.2962 -0.04 -0.01 -0.01 0.120
H 4.7313 -1.4917 2.5279 0.04 -0.01 0.03 0.093
H 3.0325 -1.5581 0.7533 -0.03 0.04 0.01 0.089
H 2.3946 1.4544 4.6026 -0.01 0.00 0.02 0.100
H 0.5082 2.3686 4.6708 0.02 0.00 0.04 0.109
H -1.2818 3.5729 5.7333 0.03 0.03 -0.02 0.109
H -2.6970 4.0928 4.8007 0.00 -0.09 0.03 0.111
H -0.2036 5.2200 4.2965 -0.03 0.03 -0.02 0.079
H -2.8700 3.5849 2.2982 -0.01 0.04 0.01 0.095
H -2.0663 2.1308 0.5086 -0.02 -0.03 -0.02 0.061
C -2.1320 3.8596 -1.8669 0.01 -0.02 -0.05 -0.051
C -0.6616 4.2906 -1.7498 0.07 0.02 0.04 -0.627
C -0.5955 5.6462 -1.0520 -0.01 -0.03 -0.04 -0.048
C -0.0386 4.3768 -3.1394 -0.04 0.02 0.06 -0.055
N 0.1512 3.3886 -0.9234 0.09 -0.03 -0.05 -0.046
N 0.2040 2.0332 -1.3333 -0.09 -0.30 -0.10 0.023
H -2.6847 4.5634 -2.4921 0.00 0.02 -0.02 0.081
H -2.6074 3.8368 -0.8865 -0.01 0.00 0.08 0.067
H -2.2397 2.8764 -2.3330 0.02 -0.03 0.00 0.071
H -1.1491 6.3976 -1.6161 -0.03 0.02 -0.02 0.081
H 0.4411 5.9662 -0.9576 0.05 0.01 -0.01 0.083
H -1.0272 5.5855 -0.0512 -0.01 -0.02 0.05 0.080
H -0.5790 5.0977 -3.7544 -0.04 0.05 -0.03 0.085
H -0.0581 3.4165 -3.6567 -0.07 0.06 0.08 0.059
H 1.0034 4.6931 -3.0626 0.00 0.00 0.01 0.088
H -0.1660 3.3945 0.0389 -0.03 0.02 0.02 0.076
H 1.0620 1.8787 -1.8573 -0.12 0.03 0.11 0.046
H -0.5569 1.7762 -1.9604 0.04 0.05 0.04 0.071
C 1.4642 -0.7541 -1.3933 -1.33 -1.21 -0.60 -0.283
Ge 2.6422 -0.2762 -2.8575 0.57 0.47 0.33 0.991
C 4.0019 0.9135 -2.0559 -0.05 0.10 -0.06 -0.270
C 5.2184 1.1762 -2.6913 -0.03 0.01 -0.02 -0.112
C 6.1712 1.9950 -2.1065 0.03 0.02 0.02 -0.107
C 5.9266 2.5693 -0.8641 0.03 0.02 0.01 -0.109
C 4.7276 2.3225 -0.2180 -0.05 -0.04 -0.04 -0.081
C 3.7749 1.5019 -0.8145 -0.02 0.04 0.07 -0.105
C 1.9418 0.6907 -4.3900 -0.17 0.05 -0.28 -0.237
C 1.3200 0.0154 -5.4424 -0.19 -0.06 -0.04 -0.101
C 0.8593 0.6979 -6.5589 0.01 0.06 0.05 -0.091
C 0.9977 2.0783 -6.6366 -0.01 -0.03 -0.02 -0.104
C 1.5903 2.7661 -5.5903 0.06 0.04 -0.05 -0.117
C 2.0583 2.0770 -4.4779 0.23 -0.10 -0.12 -0.129
C 3.6944 -1.8550 -3.3164 0.05 -0.14 0.06 -0.245
C 3.8121 -2.4237 -4.5815 0.00 0.02 0.01 -0.093
C 4.5451 -3.5844 -4.7810 0.01 -0.01 0.00 -0.099
C 5.1693 -4.2098 -3.7102 0.01 -0.02 -0.06 -0.112
C 5.0731 -3.6524 -2.4457 0.02 0.03 0.06 -0.096
C 4.3527 -2.4796 -2.2575 0.01 -0.05 -0.01 -0.098
H 5.4335 0.7284 -3.6557 -0.02 -0.04 -0.04 0.100
H 7.1095 2.1836 -2.6135 0.03 0.00 -0.02 0.091
H 6.6736 3.2028 -0.4014 0.02 0.01 0.00 0.092
H 4.5263 2.7520 0.7548 0.00 0.03 0.03 0.102
H 2.8479 1.3058 -0.2880 -0.01 -0.03 0.04 0.067
H 1.1540 -1.0509 -5.3624 0.04 -0.04 0.06 0.087
H 0.3806 0.1531 -7.3635 0.00 0.00 -0.01 0.096
H 0.6380 2.6141 -7.5062 -0.01 0.02 -0.02 0.093
H 1.6911 3.8444 -5.6377 0.00 -0.01 0.01 0.099
H 2.5447 2.6320 -3.6829 0.02 -0.01 0.05 0.097
H 3.3220 -1.9672 -5.4292 -0.08 0.07 -0.06 0.089
H 4.6210 -4.0081 -5.7751 0.00 -0.01 -0.01 0.094
H 5.7308 -5.1229 -3.8641 0.01 -0.02 0.00 0.091
H 5.5632 -4.1255 -1.6035 0.01 0.00 0.02 0.096
H 4.3084 -2.0454 -1.2647 -0.02 0.03 0.05 0.094
C -4.2365 -2.9061 1.5214 -0.12 -0.05 -0.02 -0.037
N -3.7137 -2.4774 0.2342 0.17 0.19 0.05 -0.168
C -2.8151 -3.4183 -0.3997 -0.01 -0.12 -0.08 -0.042
C -3.5456 -1.1227 0.0239 -0.02 -0.18 0.18 -0.419
N -2.3935 -0.5935 -0.2342 0.08 0.40 -0.12 0.120
N -4.7130 -0.4073 0.1163 0.04 0.04 -0.02 -0.157
C -5.9887 -0.9621 -0.2842 -0.03 0.01 0.02 -0.062
C -4.6725 1.0299 0.2608 -0.01 0.03 0.09 -0.053
H -3.4315 -3.0241 2.2545 0.01 -0.02 0.01 0.088
H -4.7528 -3.8618 1.4067 0.00 -0.01 0.00 0.088
H -4.9454 -2.1739 1.9001 0.00 0.01 0.03 0.084
H -3.3969 -4.2683 -0.7714 0.00 0.03 0.01 0.091
H -2.0664 -3.8063 0.2915 -0.04 0.00 -0.03 0.072
H -2.3133 -2.9412 -1.2376 0.01 0.00 0.02 0.093
H -2.5354 0.3262 -0.6519 0.00 -0.02 0.05 0.047
H -5.8589 -1.9922 -0.5994 -0.01 -0.02 0.00 0.087
H -6.4033 -0.3848 -1.1163 -0.01 -0.01 -0.02 0.087
H -6.7049 -0.9315 0.5416 -0.03 0.00 0.00 0.086
H -4.5097 1.5491 -0.6931 0.01 0.01 -0.01 0.092
H -3.8922 1.3106 0.9658 -0.02 -0.01 -0.03 0.068
H -5.6262 1.3681 0.6678 -0.01 -0.01 -0.02 0.091
```
Forces are in eV/Å.

Results
- Kohn-Sham gap: 4.665 eV
- Electronic energy: -133710.7147 eV
- F_max: 1.90 eV/A
- Net charge: -1